Entry 1:
Computed, not measured: 2 unconnected molecules or ions with the total composition C7H11BrSi at a distorted geometry, with wB97M-V/def2-TZVPD.

Values from the calculation:
ΔE to the lowest compared entry with this formula, charge and spin: 117.0 kcal per mole
HOMO-LUMO gap (alpha / beta): 8.07 / 6.67 eV
HOMO (alpha / beta): -8.84 / -7.49 eV
strongest force on any atom: 4.0 eV Å⁻¹

Element x y z (Å)
C  3.126397  -0.597986  1.843370
C  2.079325  -0.329852  2.797601
C  2.698437  -0.596059  0.556798
C  0.970455  -0.132789  2.037651
C  1.263404  -0.407269  0.575301
C  -1.966355  1.286555  -0.064075
C  -2.368559  -0.817283  -2.239360
Si  -1.294184  0.647248  -1.709191
Br  -1.149934  2.282444  -3.359834
H  4.076024  -0.757355  2.111281
H  2.280865  -0.373504  3.859453
H  3.247971  -0.643715  -0.414999
H  0.975443  0.653151  0.127166
H  0.598436  -1.263117  0.252173
H  -2.238983  2.424798  -0.208259
H  -2.887999  0.850212  0.184460
H  -1.316148  1.198765  0.913455
H  -3.451981  -0.569120  -2.243641
H  -2.319168  -1.157836  -3.366356
H  -2.323446  -1.697289  -1.652994

Cartesian forces (eV/Å) of the 6 atoms listed first:
-1.9 0.3 -2.2
-1.3 0.0 -0.6
1.2 -0.5 -0.3
1.3 -1.0 0.8
-3.1 2.6 0.2
1.4 3.0 1.1

Entry 2:
Computed, not measured: a molecular structure, C20H60AsF6O10 at a distorted geometry, with wB97M-V/def2-TZVPD.

Values from the calculation:
total charge: -2
expectation value of S²: 0.75
HOMO-LUMO gap (alpha / beta): 2.73 / 8.82 eV
HOMO (alpha / beta): 1.48 / -4.65 eV
spin multiplicity: 2
strongest force on any atom: 3.3 eV Å⁻¹

Element x y z (Å)
As  7.866099  36.361828  -12.326253
F  8.989682  35.902796  -13.632380
F  9.039781  37.611506  -11.849807
F  6.804056  36.789464  -10.976874
F  6.698220  35.098821  -12.881070
F  8.759367  35.166673  -11.294281
F  7.026255  37.567300  -13.370912
C  9.324662  38.491543  -8.753332
C  9.728399  39.839010  -9.310443
C  11.164032  39.824952  -9.881122
O  8.837642  40.244951  -10.342497
H  9.797833  38.349961  -7.781658
H  9.658694  37.653714  -9.365363
H  8.259637  38.369230  -8.556210
H  9.620695  40.492448  -8.444694
H  11.917991  39.590653  -9.129629
H  11.535581  40.766716  -10.285010
H  11.310264  39.003626  -10.582653
H  8.626749  39.532733  -10.950672
C  6.163994  31.661865  -15.050596
C  5.831059  31.732082  -13.529974
C  7.066849  31.752614  -12.693402
O  5.179683  32.953600  -13.354740
H  5.247674  31.545317  -15.629286
H  6.789556  30.800082  -15.283222
H  6.655966  32.560647  -15.422419
H  5.152389  30.941409  -13.210050
H  7.845300  32.455792  -12.989445
H  7.484863  30.748999  -12.615186
H  6.904649  31.965720  -11.636806
H  5.826874  33.625001  -13.126770
C  9.022152  37.238184  -16.520498
C  8.534563  35.798395  -16.870959
C  6.956936  35.676827  -16.661704
O  8.855639  35.470805  -18.174045
H  8.430941  37.556579  -15.661903
H  8.977943  37.940078  -17.353255
H  10.065928  37.206616  -16.208045
H  8.948949  35.102762  -16.141235
H  6.346135  36.357175  -17.255134
H  6.811792  35.810936  -15.589769
H  6.586450  34.690429  -16.940733
H  8.882392  34.511386  -18.194077
C  7.517359  33.238554  -8.706954
C  8.198223  33.773597  -7.450135
C  9.389258  34.747781  -7.636761
O  7.260541  34.517666  -6.642048
H  7.064565  33.967267  -9.379311
H  6.684212  32.591388  -8.432810
H  8.161547  32.557337  -9.262880
H  8.637386  32.975994  -6.850922
H  9.848665  34.982116  -6.676484
H  9.072671  35.632636  -8.188942
H  10.062773  34.259785  -8.341272
H  6.944976  35.235958  -7.195275
C  4.295292  36.578832  -6.796336
C  4.856542  36.755097  -8.239276
C  5.154782  38.203176  -8.512793
O  6.107656  36.167989  -8.428803
H  3.816237  35.617505  -6.610709
H  3.581815  37.384275  -6.622218
H  5.080309  36.694490  -6.049020
H  4.222854  36.273854  -8.984220
H  5.543988  38.487413  -9.490456
H  5.855093  38.654796  -7.810159
H  4.216031  38.722523  -8.320115
H  6.288556  36.336962  -9.356332
C  11.824019  36.236573  -12.653858
O  12.956751  35.427241  -12.470836
H  11.496377  36.231164  -13.693434
H  11.066627  35.884653  -11.953416
H  11.985047  37.297205  -12.460910
H  12.750207  34.567589  -12.844913
C  9.620215  40.557843  -13.365551
O  9.678947  41.703813  -12.565596
H  10.580467  40.044828  -13.418773
H  8.932725  39.778477  -13.036850
H  9.396771  40.867366  -14.386521
H  9.478163  41.457717  -11.659663
C  3.484775  35.766871  -11.654486
O  2.406199  35.667491  -10.730748
H  3.093952  35.918021  -12.660722
H  4.022285  36.685843  -11.420677
H  4.156194  34.916447  -11.535826
H  2.129609  36.561428  -10.516308
C  10.848065  32.836713  -13.009686
O  12.161409  32.902575  -13.605036
H  10.840397  32.880687  -11.920601
H  10.195923  33.582533  -13.464173
H  10.476621  31.878586  -13.373172
H  12.366523  32.040436  -13.974140
C  4.674119  38.501383  -15.164954
O  4.503863  37.705999  -14.008650
H  3.745491  38.566109  -15.732024
H  4.875890  39.515695  -14.820630
H  5.540945  38.186290  -15.745843
H  5.392329  37.622819  -13.654653

Cartesian forces (eV/Å) of the 6 atoms listed first:
1.5 -1.2 -0.3
1.0 -0.5 -1.9
1.3 1.9 0.8
-1.9 0.8 2.5
-1.5 -1.7 -0.7
0.6 -1.0 1.0

> The lowest strongest force on any atom belongs to which entry?

C20H60AsF6O10

> The highest strongest force on any atom belongs to which entry?

C7H11BrSi

> The lowest strongest force on any atom belongs to which entry?

C20H60AsF6O10

> Which of these has the lowest strongest force on any atom?

C20H60AsF6O10